(1)
# C5H6NO2P

A cluster of 2 separate species, C5H6NO2P in total in a non-equilibrium geometry (ωB97M-V with the def2-TZVPD basis set, OMol25).

```
15
Properties=species:S:1:pos:R:3:forces:R:3:nbo_charge:R:1
N 3.313 0.730 0.054 -2.2 -1.9 2.5 -0.80
O -0.677 -2.941 0.280 -0.1 -2.8 0.1 -0.93
C -1.381 0.829 1.000 0.3 -2.8 -2.2 -0.15
O 1.407 -0.538 0.155 -2.2 -1.9 1.2 -0.80
P -0.773 -1.537 0.180 2.8 5.6 -0.6 2.10
H -1.683 -0.644 -2.095 -0.4 -0.9 -1.6 0.26
H -2.544 1.231 -0.960 0.8 1.0 -0.2 0.24
C -0.863 -0.314 1.494 -0.8 1.1 -0.1 -0.55
H 2.208 0.370 -1.560 -0.8 -0.8 0.1 0.07
C -1.698 0.708 -0.518 -1.4 -1.2 1.6 -0.11
H -1.585 1.673 1.584 -0.1 1.2 0.5 0.24
C 2.275 0.144 -0.467 2.6 2.5 -1.9 0.43
C -1.413 -0.468 -1.112 0.7 0.8 2.3 -0.61
H 3.952 1.144 -0.553 0.7 0.7 -1.7 0.33
H -0.539 -0.388 2.517 0.2 -0.5 0.0 0.27
```
Positions in Å, forces in eV/Å.

Properties
gap between HOMO and LUMO	5.73	eV
total charge	0
energy above the lowest of the compared OMol25 structures with the same formula, charge and spin	0.0	kJ/mol

(2)
# C7H12

The molecule C7H12 in a non-equilibrium geometry (ωB97M-V with the def2-TZVPD basis set, OMol25).

```
19
Properties=species:S:1:pos:R:3:forces:R:3:nbo_charge:R:1
H 1.308 -1.586 -0.435 0.1 0.4 0.3 0.21
C -1.183 0.526 0.010 0.1 0.0 -0.1 -0.25
C 1.299 0.445 0.388 -0.9 0.4 -0.3 -0.26
C -2.242 -0.574 -0.062 0.0 0.0 0.0 -0.60
H -1.768 -1.554 -0.201 -0.1 0.2 0.0 0.20
H -0.168 -0.788 1.432 0.0 0.2 0.0 0.20
C 0.906 0.966 -0.991 -0.1 0.0 -0.1 -0.18
H 1.994 1.080 0.961 -0.3 0.0 -0.2 0.21
H 2.210 -1.368 1.083 0.2 -0.1 -0.1 0.21
H -1.697 1.474 0.241 0.1 -0.2 0.0 0.20
H 1.665 1.305 -1.697 -0.2 -0.3 0.0 0.21
C -0.387 0.772 -1.271 0.6 -0.2 0.6 -0.20
H -0.796 0.700 -2.281 -0.1 0.6 0.4 0.21
H -2.931 -0.388 -0.894 0.1 -0.1 0.1 0.21
C -0.087 0.254 1.089 0.1 0.0 -0.1 -0.39
C 1.961 -0.896 0.130 0.3 -0.5 0.0 -0.60
H 2.868 -0.765 -0.470 0.0 -0.1 0.2 0.21
H -0.217 0.882 1.981 0.1 0.0 -0.3 0.21
H -2.826 -0.608 0.868 0.1 0.0 -0.2 0.21
```
Positions in Å, forces in eV/Å.

Properties
gap between HOMO and LUMO	10.15	eV
total charge	0
energy above the lowest of the compared OMol25 structures with the same formula, charge and spin	42.9	kJ/mol
SMILES string	C[C@@H]1C=C[C@H](C)C1

(3)
# C9H9F5O2Sb

A structure of composition C9H9F5O2Sb (ωB97M-V with the def2-TZVPD basis set, OMol25).

```
26
Properties=species:S:1:pos:R:3:forces:R:3:nbo_charge:R:1
H -1.036 -0.196 -0.989 0.1 -0.1 0.0 -0.23
C 3.013 0.917 0.648 -0.3 -0.3 -0.5 -0.22
F -3.234 1.414 -1.035 0.0 -0.1 -0.5 -0.32
F -3.014 0.430 2.297 -0.2 -0.1 0.4 -0.36
H 1.995 1.823 -2.470 0.1 0.2 -0.1 0.20
O 2.204 -3.151 -0.431 0.6 -0.5 0.0 -0.64
C 1.334 -2.305 -0.387 0.1 -0.5 -0.1 0.77
Sb -1.432 -1.265 0.329 -0.9 0.0 0.2 1.16
H 1.093 -0.471 -2.405 -0.1 0.1 -0.2 0.22
H -2.545 -2.174 -0.678 0.2 0.1 -0.1 -0.22
C -3.113 0.149 0.960 0.8 0.0 -0.3 0.31
C 2.834 1.717 -0.479 -0.1 -0.1 -0.1 -0.23
H 2.644 -1.005 1.523 0.0 -0.1 0.1 0.22
H 3.217 2.726 -0.501 0.1 0.1 0.0 0.20
F -4.355 -0.356 0.737 -0.4 -0.2 0.1 -0.35
O 0.079 -2.613 -0.304 -0.2 0.5 0.0 -0.79
H 3.540 1.285 1.512 0.1 0.1 0.1 0.20
H -0.344 -0.448 1.417 0.1 0.1 -0.1 -0.22
C 1.801 -0.879 -0.442 0.1 0.7 0.3 -0.11
F -4.083 2.316 0.723 0.0 0.0 0.0 -0.34
C -3.081 1.510 0.281 -0.6 0.1 0.4 0.90
C 1.635 -0.069 -1.564 0.0 -0.1 0.4 -0.20
H -1.855 -2.348 1.655 0.1 0.0 -0.1 -0.23
C 2.151 1.226 -1.587 0.0 -0.5 0.3 -0.21
C 2.497 -0.374 0.660 0.1 0.2 -0.3 -0.18
F -1.943 2.141 0.530 0.5 0.2 0.1 -0.32
```
Positions in Å, forces in eV/Å.

Properties
gap between HOMO and LUMO	7.93	eV
total charge	-1

(4)
# C7H8O2S

A cluster of 2 separate species, C7H8O2S in total in a non-equilibrium geometry (ωB97M-V with the def2-TZVPD basis set, OMol25).

```
18
Properties=species:S:1:pos:R:3:forces:R:3:nbo_charge:R:1
S -1.020 2.010 -1.054 0.2 0.2 0.3 0.00
O -1.124 -1.790 1.198 -1.5 -1.4 1.0 -0.66
C -0.153 -1.038 0.715 1.2 0.8 -0.8 0.32
H -1.230 -2.643 0.728 0.3 0.9 0.2 0.49
H 1.824 -0.611 -2.082 -0.6 -0.8 0.3 0.21
C 1.426 0.732 0.893 0.1 0.6 0.0 -0.20
C 0.399 -1.331 -0.509 0.7 0.6 -1.3 -0.34
C -2.083 1.139 -0.013 -0.2 1.1 0.7 0.05
H 3.013 0.959 -0.756 -1.6 -0.3 0.9 0.23
C 1.412 -0.539 -1.067 1.5 1.0 0.0 -0.18
C 0.292 0.101 1.383 -0.4 -1.4 0.3 -0.28
C 2.068 0.496 -0.339 -1.3 -1.5 0.2 -0.26
H -0.675 2.619 0.092 0.6 0.4 -0.6 0.17
H -0.254 0.332 2.315 0.8 0.3 -0.6 0.24
H -2.644 -0.133 -1.405 0.1 0.6 -0.4 0.46
O -2.890 0.317 -0.576 -0.9 -2.0 -0.2 -0.67
H -0.063 -2.130 -1.064 0.1 -0.3 -0.4 0.20
H 1.700 1.511 1.543 1.0 1.1 0.5 0.21
```
Positions in Å, forces in eV/Å.

Properties
gap between HOMO and LUMO	8.51	eV
total charge	0
energy above the lowest of the compared OMol25 structures with the same formula, charge and spin	281.5	kJ/mol

(5)
# C6H11AlFO2

A structure of composition C6H11AlFO2 in a non-equilibrium geometry (ωB97M-V with the def2-TZVPD basis set, OMol25).

```
21
Properties=species:S:1:pos:R:3:forces:R:3:nbo_charge:R:1
H 0.908 0.558 -1.849 0.6 -0.7 -0.1 0.22
H 0.178 -1.603 1.053 -0.4 0.7 -0.8 0.19
O -1.446 0.453 1.584 1.9 -0.4 0.8 -0.95
C -1.654 0.055 -0.733 1.0 1.8 -0.7 -0.07
C 0.534 -0.604 0.694 2.3 1.0 0.2 0.03
H -1.765 0.972 -2.707 -2.0 -0.5 0.4 0.19
H -0.348 1.501 0.271 0.8 -1.1 -0.6 0.19
H 0.396 -1.114 -2.133 0.7 0.4 0.2 0.21
H -0.197 -0.577 4.084 -0.3 -0.2 0.2 -0.46
H -0.012 1.997 3.487 0.1 0.1 0.0 -0.46
C 1.280 -0.496 -1.833 -0.6 -0.2 0.5 -0.66
H 2.587 -0.320 -0.044 -0.8 -0.3 -0.1 0.18
C -0.619 0.418 0.373 -4.1 -0.2 1.5 -0.02
H -2.053 -0.978 -0.804 1.5 0.2 -0.8 0.19
H -2.623 1.953 -1.265 2.0 0.3 -0.1 0.21
C 1.663 -0.851 -0.367 -0.7 0.0 -0.9 0.21
F 1.970 -2.242 -0.328 0.1 0.4 -0.1 -0.40
H 2.104 -0.672 -2.557 -0.4 0.2 0.5 0.20
C -2.049 1.076 -1.634 0.3 -1.6 0.6 -0.54
Al -0.123 0.496 2.910 0.0 0.1 -0.6 1.48
O 1.269 -0.021 1.795 -1.9 0.1 0.0 -0.94
```
Positions in Å, forces in eV/Å.

Properties
gap between HOMO and LUMO	7.76	eV
total charge	-1

(6)
# C3H5FN4

The molecule C3H5FN4 in a non-equilibrium geometry (ωB97M-V with the def2-TZVPD basis set, OMol25).

```
13
Properties=species:S:1:pos:R:3:forces:R:3:nbo_charge:R:1
H 1.820 0.986 -0.785 -0.2 -0.6 -0.4 0.23
F -0.638 1.744 -0.472 -0.9 0.8 -0.3 -0.28
C 0.582 -0.079 0.538 -1.2 3.7 0.7 -0.30
N -1.806 0.325 1.062 -1.3 1.4 -0.8 -0.16
H 2.628 -0.413 -0.088 -1.4 0.5 -0.2 0.23
C 1.627 -0.076 -0.552 2.3 1.4 3.0 -0.65
H 0.801 0.857 1.262 -0.5 -2.2 -1.6 0.22
H 1.589 -0.672 -1.389 -1.0 -1.3 -1.9 0.23
N -2.135 -1.191 -0.452 -1.2 -1.9 -1.2 -0.04
C -1.009 0.552 -0.056 4.8 -2.3 0.7 0.49
H 0.351 -0.884 1.188 0.1 -1.2 0.1 0.22
N -1.285 -0.509 -0.983 1.5 2.2 -1.7 -0.14
N -2.523 -0.638 0.728 -1.1 -0.6 3.7 -0.04
```
Positions in Å, forces in eV/Å.

Properties
gap between HOMO and LUMO	9.50	eV
total charge	0
energy above the lowest of the compared OMol25 structures with the same formula, charge and spin	383.7	kJ/mol
SMILES string	CCC1(F)N=NN=N1

Number 1: electronic energy -740.57869 Ha. Number 2: electronic energy -273.89221 Ha. Number 3: electronic energy -1238.37482 Ha. Number 4: electronic energy -820.07852 Ha. Number 5: electronic energy -727.98062 Ha. Number 6: electronic energy -436.05046 Ha.